(1)
ORCA calculation (ωB97M-V/def2-TZVPD) on a structure of composition C28H46BrN3P2Re at a distorted geometry.

Structure (ORCA input):
```
! RIJCOSX wB97M-V def2-TZVPD def2/J DEFGRID3
* xyz 4 4
Re -0.30340 1.44941 -1.50889
Br 1.74084 1.66232 -2.96613
P 3.93193 0.55925 -1.65749
P -0.06137 -0.79479 -1.33705
N 0.49725 0.55552 2.89732
N 0.54020 1.25450 0.55135
N -6.34258 -1.72726 4.79441
C -4.07380 1.16205 -1.41812
C 5.81025 -0.10888 -3.65602
C 5.10123 3.11037 -1.91160
C 4.34730 2.17700 -0.96975
C -0.10588 -1.67186 -2.92468
C -2.02464 1.84399 -1.97329
C -0.02006 1.63426 3.74372
C -1.96419 -1.31277 0.80052
C 0.31433 0.70979 1.59396
C -1.31588 -1.47435 -3.82339
C 4.34968 0.00131 -3.30477
C -1.67915 -1.37293 -0.69749
C -2.59657 1.98248 0.47806
C 4.31055 -0.67006 -0.38188
C -4.70991 0.88798 0.89040
C 5.81327 -0.56006 -0.05420
C -1.61052 2.36280 -0.46535
C -4.87739 1.26919 2.21415
C -5.58576 -0.74912 5.29220
C -6.21256 -0.75728 2.62027
C -6.62857 -1.75744 3.49582
C -3.73574 1.35333 -0.03427
C -5.48706 0.34742 3.14088
C 1.68148 -3.04189 -0.93045
C -5.16026 0.34524 4.52710
C -3.38726 1.83093 -2.39850
C 1.19429 -0.63526 3.39960
C 1.04330 -1.82559 -0.24456
H -1.11306 1.65218 3.68405
H 6.12845 -1.44083 0.52542
H -3.80958 2.23241 -3.34943
H 0.57550 -1.52817 3.25961
H 6.24448 -1.00093 -3.18794
H -1.39330 -0.46254 -4.23325
H -1.70486 -0.33209 1.21751
H 2.58422 -3.36438 -0.38502
H -2.25073 -1.72113 -3.30850
H -5.58774 0.39073 0.44584
H 3.79020 0.64166 -4.00577
H -3.03606 -1.47252 0.97428
H 5.25191 4.05189 -1.36831
H -1.42142 -2.07734 1.37016
H -6.53553 -0.76602 1.57768
H 4.95747 1.96009 -0.07127
H -2.49896 2.18297 1.55934
H -4.64997 1.18856 5.00468
H 6.39045 0.79245 -3.43354
H 3.67882 -0.47800 0.51900
H 4.04262 -1.68675 -0.73740
H -0.06878 -2.71794 -2.61845
H 0.30584 2.59571 3.32993
H 6.40620 -0.51665 -0.98402
H 0.22732 1.61991 4.81234
H 1.97100 -2.81749 -1.96748
H -2.43375 -0.80894 -1.25997
H 3.89436 -1.01778 -3.34145
H 3.39625 2.62657 -0.60996
H 2.09142 -0.80345 2.79092
H 6.08446 2.68971 -2.16921
H 0.82772 -1.46339 -3.44964
H -5.39635 -0.78790 6.36449
H -4.56700 2.26106 2.56215
H 0.99103 -3.90319 -0.92750
H 1.80149 -1.18517 0.24465
H 6.00797 0.33900 0.55110
H 0.39980 -2.16216 0.58364
H -1.22097 -2.16932 -4.66783
H -1.72175 -2.40600 -1.05235
H 5.82718 -0.24776 -4.74087
H -1.04984 3.28950 -0.38634
H 1.51163 -0.67761 4.45284
H -5.02919 0.67433 -1.62612
H 4.55751 3.34490 -2.83468
H -7.24983 -2.55772 3.10479
*
```

Summary:
- ⟨S²⟩: 3.869
- Kohn-Sham gap (alpha / beta): 4.85 / 5.29 eV
- Relative energy (zero: lowest compared OMol25 entry of this formula, charge and spin): 206.8 kJ/mol
- Electronic energy: -4592.0031 a.u.

=====

(2)
ORCA calculation (ωB97M-V/def2-TZVPD) on a structure of composition C28H46FInN2O8PS4.

Structure (ORCA input):
```
! RIJCOSX wB97M-V def2-TZVPD def2/J DEFGRID3
* xyz -1 1
In 6.32189 0.23497 2.06868
S -2.35331 0.65774 -6.09315
S 0.84252 1.79728 4.00937
S 1.07351 0.69493 1.25557
S -5.43354 -2.07336 -1.19086
P 7.51582 1.00677 -0.08112
F 4.91879 2.50740 4.81628
O -1.65834 -0.59162 -6.04839
O -3.59193 0.51542 -7.07822
O -5.37458 -1.96207 -2.61846
O 7.94137 2.46011 -0.01046
O -4.42375 -2.79993 -0.48727
O -6.86370 -2.64793 -0.79124
O -2.78656 1.27400 -4.87788
O 7.36099 -3.24191 -0.44985
N -1.20648 1.75753 2.33258
N 5.55567 -1.85358 -0.35080
C 6.80772 -1.89338 2.60753
C -3.17004 1.09817 3.57636
C -1.43697 1.82288 -7.03779
C -7.28978 -3.86608 -1.43999
C 6.85047 1.70263 3.65168
C -1.43750 2.29522 1.02106
C 3.35309 -0.81593 2.14416
C 6.46820 -2.75152 0.21751
C -4.09803 0.15225 3.98863
C -2.93960 -1.54485 2.74071
C 5.81328 2.80851 3.76257
C -2.19631 2.15804 -1.26416
C -3.99517 -1.16698 3.56305
C -4.48709 -0.60114 -6.85002
C -1.76148 3.45691 -1.49842
C -5.60667 -0.48084 -0.46819
C 4.11396 0.42422 1.70384
C -2.02540 1.57721 -0.01768
C -1.02025 3.60298 0.78929
C 6.41134 4.18066 4.01931
C -1.18040 4.17680 -0.46072
C -2.12441 0.72836 2.74025
C 0.17082 1.43896 2.58606
C 1.79667 -0.74307 2.11150
C 6.33213 -3.03460 1.68763
C -2.00616 -0.59918 2.33730
C -5.42369 -0.37604 -5.68212
C -6.62534 -5.09893 -0.86322
H 4.59925 -2.18124 -0.31869
H -4.91054 0.42936 4.64755
H 7.88938 -1.98241 2.70951
H 6.34648 -2.02806 3.58662
H 7.18604 4.14363 4.78417
H 3.98809 0.63342 0.64091
H 6.96385 -3.91451 1.83235
H -4.65466 0.03030 -0.60057
H -1.87923 3.88523 -2.48388
H -1.19251 -0.88712 1.68488
H -5.94441 0.57608 -5.78972
H 1.36938 -0.78658 3.10895
H 6.62224 0.84957 -1.18288
H 7.81592 2.13802 3.39526
H -5.55936 -5.11607 -1.08330
H 5.21631 2.88960 2.85031
H -8.36586 -3.89709 -1.28079
H -0.56097 4.16384 1.59242
H -5.82389 -0.59998 0.59036
H -0.85500 5.19500 -0.62504
H 3.62477 -1.65458 1.50202
H -3.89673 -1.50893 -6.72124
H -6.15750 -1.18096 -5.64167
H 5.31370 -3.33639 1.94516
H -0.56195 2.08350 -6.44660
H -6.74203 -5.12399 0.21995
H -6.40226 0.05276 -0.98024
H 5.82363 -1.69106 -1.31480
H -2.83582 -2.56021 2.38437
H -2.65065 1.57161 -2.05245
H 8.60182 0.17432 -0.48339
H -7.11515 -3.77929 -2.51336
H -3.25821 2.12042 3.91542
H -2.05633 2.69935 -7.20655
H -5.04167 -0.69504 -7.78167
H 6.83082 4.55091 3.08370
H -2.35492 0.55968 0.13219
H 3.62626 -1.03353 3.17756
H 1.39682 -1.59057 1.55187
H -7.08075 -5.99304 -1.29021
H 6.91543 1.16716 4.59852
H -1.14252 1.36002 -7.97505
H 5.62832 4.87822 4.32401
H -4.88925 -0.36185 -4.73477
H -4.73144 -1.90021 3.86506
H 3.77335 1.26367 2.31281
*
```

Summary:
- Kohn-Sham gap: 6.20 eV
- Relative energy (zero: lowest compared OMol25 entry of this formula, charge and spin): 0.0 kJ/mol
- Electronic energy: -4030.0344 a.u.